{"formula": "C47H70IN10O4P", "method": "ωB97M-V/def2-TZVPD", "species": ["C", "C", "O", "P", "C", "C", "C", "O", "O", "C", "C", "O", "C", "N", "C", "I", "C", "C", "H", "H", "H", "H", "H", "H", "H", "H", "H", "H", "H", "H", "H", "H", "H", "H", "H", "H", "H", "H", "H", "H", "H", "H", "H", "C", "C", "C", "N", "C", "H", "H", "H", "H", "H", "C", "C", "C", "N", "C", "H", "H", "H", "H", "H", "C", "C", "C", "N", "C", "H", "H", "H", "H", "H", "C", "C", "C", "N", "C", "H", "H", "H", "H", "H", "C", "C", "C", "N", "C", "H", "H", "H", "H", "H", "C", "C", "C", "N", "C", "H", "H", "H", "H", "H", "C", "C", "C", "N", "C", "H", "H", "H", "H", "H", "C", "C", "C", "N", "C", "H", "H", "H", "H", "H", "C", "C", "C", "N", "C", "H", "H", "H", "H", "H"], "coordinates": [[3.33, 3.75, -2.25], [3.31, 2.23, -2.18], [4.58, 1.63, -2.17], [5.47, 1.56, -0.67], [6.86, 2.49, -1.43], [6.71, 4.02, -1.33], [7.85, 4.71, -0.60], [7.69, 5.76, 0.03], [9.08, 4.14, -0.76], [5.37, -0.29, -0.66], [4.13, -0.91, -1.29], [4.34, -1.20, -2.65], [3.82, -2.24, -0.59], [3.26, -2.07, 0.77], [6.26, 1.59, 1.09], [8.09, 0.47, 1.27], [6.42, 2.99, 1.70], [6.02, 3.02, 3.17], [4.15, 4.04, -2.90], [2.43, 4.12, -2.72], [3.46, 4.20, -1.27], [2.80, 1.87, -3.08], [2.69, 1.89, -1.35], [4.42, 2.30, -0.07], [6.87, 2.23, -2.48], [7.82, 2.21, -1.04], [5.83, 4.35, -0.80], [6.66, 4.48, -2.32], [9.42, 3.83, 0.09], [5.46, -0.67, 0.35], [6.21, -0.65, -1.25], [3.25, -0.29, -1.14], [3.77, -0.64, -3.17], [3.12, -2.80, -1.19], [4.76, -2.79, -0.55], [3.33, -1.09, 1.02], [3.90, -2.52, 1.42], [5.56, 1.06, 1.74], [7.45, 3.33, 1.64], [5.75, 3.67, 1.18], [6.24, 3.98, 3.62], [6.55, 2.27, 3.75], [4.95, 2.86, 3.29], [-1.25, -1.89, -1.40], [-1.83, -1.61, -0.14], [-0.83, -1.66, 0.79], [0.33, -1.96, 0.15], [0.09, -2.10, -1.19], [-1.75, -1.93, -2.36], [-2.87, -1.40, 0.08], [-0.86, -1.51, 1.86], [1.24, -2.05, 0.59], [0.88, -2.34, -1.88], [8.98, 7.64, 4.17], [8.38, 7.82, 5.45], [7.10, 7.34, 5.37], [6.91, 6.87, 4.10], [8.05, 7.05, 3.36], [9.98, 7.91, 3.89], [8.84, 8.25, 6.32], [6.32, 7.29, 6.11], [6.06, 6.47, 3.75], [8.10, 6.75, 2.33], [-6.45, 1.53, -0.13], [-5.38, 1.86, -1.01], [-4.65, 0.71, -1.22], [-5.24, -0.29, -0.50], [-6.34, 0.20, 0.16], [-7.21, 2.20, 0.23], [-5.16, 2.82, -1.44], [-3.77, 0.53, -1.81], [-4.92, -1.24, -0.46], [-6.94, -0.44, 0.79], [-10.49, -0.73, -3.21], [-11.08, -0.48, -1.94], [-10.08, -0.53, -1.01], [-8.91, -0.81, -1.66], [-9.15, -0.92, -3.00], [-11.00, -0.76, -4.16], [-12.12, -0.28, -1.73], [-10.09, -0.40, 0.06], [-8.01, -0.91, -1.23], [-8.36, -1.13, -3.69], [6.97, -3.79, 4.68], [5.61, -3.51, 4.96], [5.32, -2.30, 4.39], [6.45, -1.85, 3.78], [7.47, -2.75, 3.95], [7.53, -4.67, 4.99], [4.92, -4.13, 5.52], [4.41, -1.73, 4.37], [6.53, -0.98, 3.28], [8.44, -2.57, 3.54], [8.50, -5.39, -2.61], [7.52, -6.18, -1.96], [6.32, -5.53, -2.08], [6.54, -4.37, -2.78], [7.86, -4.28, -3.11], [9.55, -5.61, -2.71], [7.67, -7.12, -1.46], [5.33, -5.78, -1.72], [5.84, -3.69, -3.01], [8.24, -3.44, -3.66], [-1.32, 2.25, 3.26], [-2.19, 2.18, 4.39], [-3.40, 1.72, 3.95], [-3.30, 1.50, 2.60], [-2.04, 1.82, 2.18], [-0.30, 2.58, 3.25], [-1.94, 2.45, 5.41], [-4.31, 1.53, 4.48], [-4.04, 1.17, 2.01], [-1.77, 1.71, 1.14], [-12.23, -4.04, -5.49], [-13.63, -3.89, -5.30], [-13.99, -2.69, -5.85], [-12.87, -2.11, -6.37], [-11.79, -2.92, -6.16], [-11.61, -4.86, -5.18], [-14.29, -4.58, -4.81], [-14.95, -2.21, -5.91], [-12.84, -1.22, -6.83], [-10.81, -2.64, -6.49], [-13.25, -4.32, 1.82], [-13.89, -4.31, 0.55], [-13.21, -3.43, -0.24], [-12.18, -2.91, 0.49], [-12.20, -3.45, 1.75], [-13.53, -4.91, 2.68], [-14.75, -4.89, 0.26], [-13.36, -3.14, -1.27], [-11.52, -2.24, 0.16], [-11.47, -3.17, 2.49]], "mulliken_charge": [-1.2567, -0.2926, -0.4132, 1.1259, -1.0477, -0.1705, 0.0883, -0.5912, -0.4805, -0.8767, 0.6518, -0.5548, -1.1650, -0.6823, -1.3582, 0.0827, 0.2619, -1.7339, 0.2175, 0.4865, 0.2352, 0.4151, 0.3465, -0.1304, 0.6197, 0.8630, 0.0387, 0.4267, 0.3520, 0.0664, 0.4608, 0.0588, 0.3502, 0.3504, 0.3847, 0.2708, 0.2713, 0.8843, 0.0674, 0.1385, 0.3709, 0.3340, 0.4051, -0.7237, -0.0361, -0.9728, 0.1953, -0.2720, 0.4030, 0.3606, 0.4055, 0.2984, 0.3933, -0.5128, -0.4088, -0.5082, 0.0148, -0.4076, 0.4044, 0.3915, 0.3806, 0.2381, 0.4416, -0.0688, -0.5121, -0.5844, 0.1342, -1.1312, 0.4454, 0.4470, 0.4106, 0.2974, 0.5227, -0.3270, -0.5576, -0.6939, 0.1487, -0.5191, 0.3890, 0.5260, 0.5743, 0.1530, 0.4120, -0.5145, -0.5899, -0.4044, 0.1489, -0.3874, 0.3950, 0.4167, 0.4415, 0.1388, 0.3300, -0.4557, -0.4774, -0.4243, 0.0294, -0.4548, 0.4012, 0.4112, 0.3855, 0.2048, 0.3859, -0.5814, -0.5761, -0.4567, 0.1296, -0.4169, 0.4402, 0.3869, 0.3778, 0.2597, 0.4529, -0.2724, -0.4607, -0.5031, 0.0175, -0.6383, 0.4107, 0.4217, 0.4033, 0.1998, 0.4237, -0.5271, -0.5707, -0.3858, 0.1147, -0.4358, 0.3832, 0.3882, 0.4388, 0.2316, 0.3418], "total_energy_ev": -90351.9359, "e_above_lowest_kcal_mol": 0.00, "mol_weight_g_mol": 997.02, "homo_energy_ha": -0.295, "multiplicity": 1, "orbital_gap_ev": 7.9, "smiles": "CCO[PH](CCC(=O)O)(C[C@@H](O)CN)[C@@H](I)CC.c1cc[nH]c1.c1cc[nH]c1.c1cc[nH]c1.c1cc[nH]c1.c1cc[nH]c1.c1cc[nH]c1.c1cc[nH]c1.c1cc[nH]c1.c1cc[nH]c1"}

***

{"formula": "C47H70IN9O4P2SScSi", "method": "ωB97M-V/def2-TZVPD", "species": ["Sc", "C", "P", "C", "N", "C", "C", "C", "C", "C", "C", "N", "C", "P", "C", "C", "C", "C", "C", "C", "C", "C", "C", "H", "H", "H", "H", "H", "H", "H", "H", "H", "H", "H", "H", "H", "H", "H", "H", "H", "H", "H", "H", "H", "H", "H", "H", "H", "H", "H", "H", "C", "N", "C", "C", "C", "C", "C", "C", "C", "C", "H", "H", "H", "H", "H", "H", "H", "H", "H", "H", "H", "H", "C", "Si", "C", "C", "H", "H", "H", "H", "H", "H", "H", "H", "H", "I", "C", "C", "N", "N", "C", "H", "H", "H", "N", "C", "C", "C", "C", "C", "C", "H", "H", "H", "H", "H", "C", "C", "S", "O", "O", "C", "C", "N", "C", "N", "C", "C", "N", "O", "O", "C", "H", "H", "H", "H", "H", "H", "H", "H", "H", "H", "H", "H", "H"], "coordinates": [[1.06, -0.05, -0.07], [-0.25, -0.58, -4.64], [-0.62, 0.56, -3.22], [-2.49, 0.58, -3.37], [-3.01, 1.40, -4.25], [-4.34, 1.61, -4.26], [-4.91, 2.52, -5.18], [-6.25, 2.77, -5.14], [-7.08, 2.13, -4.19], [-6.55, 1.24, -3.30], [-5.17, 0.95, -3.32], [-4.65, 0.04, -2.47], [-3.35, -0.17, -2.48], [-2.65, -1.44, -1.32], [-2.60, -2.85, -2.54], [-4.13, -2.00, -0.29], [-4.58, -0.81, 0.58], [-3.60, -3.08, 0.66], [-5.32, -2.57, -1.07], [-0.10, 2.20, -3.99], [-0.76, 3.34, -3.21], [1.41, 2.26, -3.75], [-0.37, 2.37, -5.49], [-0.96, -0.44, -5.46], [-0.28, -1.62, -4.32], [0.76, -0.38, -4.99], [-4.26, 3.01, -5.89], [-6.69, 3.48, -5.84], [-8.14, 2.36, -4.16], [-7.17, 0.74, -2.56], [-3.42, -2.80, -3.25], [-2.66, -3.79, -1.99], [-1.66, -2.84, -3.08], [-3.74, -0.46, 1.19], [-5.39, -1.12, 1.24], [-4.93, 0.02, -0.03], [-2.78, -2.71, 1.27], [-3.26, -3.97, 0.12], [-4.41, -3.39, 1.33], [-5.72, -1.85, -1.77], [-6.11, -2.83, -0.35], [-5.05, -3.48, -1.61], [-0.52, 3.28, -2.15], [-1.84, 3.35, -3.35], [-0.37, 4.30, -3.57], [1.65, 2.03, -2.71], [1.78, 3.27, -3.98], [1.95, 1.57, -4.40], [-1.43, 2.25, -5.73], [0.21, 1.66, -6.08], [-0.06, 3.37, -5.78], [2.63, -3.69, 0.75], [1.61, -3.23, -0.19], [1.78, -3.85, -1.49], [0.30, -3.57, 0.33], [-0.03, -2.79, 1.57], [-0.37, -3.50, 2.72], [-0.89, -2.84, 3.82], [-1.12, -1.48, 3.73], [-0.74, -0.79, 2.58], [-0.14, -1.39, 1.46], [2.57, -4.78, 0.91], [2.50, -3.19, 1.71], [3.61, -3.44, 0.37], [1.64, -4.94, -1.45], [2.78, -3.65, -1.87], [1.06, -3.43, -2.19], [0.22, -4.66, 0.52], [-0.44, -3.32, -0.44], [-0.25, -4.58, 2.74], [-1.16, -3.39, 4.72], [-1.59, -0.95, 4.55], [-0.97, 0.27, 2.52], [3.38, -0.78, -3.55], [3.41, -0.26, -1.68], [5.01, -1.26, -1.20], [4.26, 1.48, -1.76], [4.40, -0.95, -3.89], [2.94, -0.02, -4.19], [2.81, -1.70, -3.71], [5.86, -0.80, -1.70], [4.97, -2.30, -1.55], [5.24, -1.29, -0.14], [4.79, 1.62, -2.71], [4.99, 1.58, -0.95], [3.54, 2.30, -1.65], [-5.44, 4.47, 1.01], [-3.84, 3.20, 0.67], [-3.09, 3.11, -0.48], [-2.17, 2.15, -0.25], [-2.24, 1.65, 0.99], [-3.27, 2.26, 1.56], [-3.16, 3.64, -1.41], [-1.31, 1.93, -0.78], [-3.57, 2.03, 2.57], [0.74, 1.90, -0.33], [0.84, 3.15, 0.17], [1.49, 4.21, -0.52], [1.52, 5.50, -0.02], [0.91, 5.83, 1.19], [0.30, 4.81, 1.91], [0.28, 3.52, 1.43], [1.98, 3.98, -1.45], [2.03, 6.27, -0.59], [0.93, 6.85, 1.56], [-0.16, 5.04, 2.86], [-0.21, 2.73, 1.99], [2.53, -4.31, 5.26], [2.22, -2.85, 5.56], [3.76, -1.98, 5.81], [4.46, -1.95, 4.55], [4.42, -2.52, 6.97], [3.20, -0.31, 6.24], [3.88, 0.81, 5.45], [3.65, 0.70, 4.02], [2.44, 0.75, 3.42], [2.51, 0.45, 2.13], [3.83, 0.24, 1.87], [4.55, 0.38, 3.02], [5.96, 0.25, 3.16], [6.57, -0.15, 2.20], [6.47, 0.55, 4.24], [1.20, 1.14, 4.14], [1.60, -4.87, 5.12], [3.09, -4.76, 6.08], [3.13, -4.39, 4.36], [1.64, -2.73, 6.48], [1.71, -2.36, 4.73], [3.43, -0.21, 7.30], [2.13, -0.30, 6.10], [4.95, 0.81, 5.62], [3.48, 1.77, 5.79], [4.20, 0.00, 0.89], [1.40, 1.96, 4.84], [0.76, 0.31, 4.68], [0.47, 1.48, 3.42]], "mulliken_charge": [-0.0488, -1.5569, 1.8090, -1.0877, -0.0730, 0.0636, -0.3452, -0.5568, -0.6178, -0.4897, 0.0614, 0.2085, -0.7149, 1.6481, -1.6865, 2.0307, -1.7297, -1.8412, -1.9825, 1.8789, -1.4604, -1.6391, -2.0687, 0.4306, 0.1508, 0.4493, 0.4701, 0.3950, 0.3926, 0.4407, 0.4462, 0.4814, 0.1848, -0.0231, 0.5902, 0.2467, 0.2572, 0.2954, 0.5616, 0.1712, 0.5654, 0.3479, 0.0153, 0.1634, 0.6771, -0.3385, 0.4972, 0.3646, 0.1471, 0.3385, 0.5573, -0.9639, 0.8559, -0.8521, -1.1475, 1.4014, -0.6050, -1.1920, -1.0744, 0.4869, 1.3825, 0.3106, 0.0668, 0.3162, 0.4068, 0.2352, -0.0660, 0.2927, -0.7086, 0.3962, 0.3920, 0.4256, 0.4143, -1.3641, 1.4068, -1.5214, -1.3122, 0.4567, 0.4526, 0.2038, 0.4127, 0.3767, 0.3162, 0.4323, 0.4401, 0.0364, 0.0383, -1.4980, -0.5325, 1.8497, 0.3193, -0.4069, 0.5700, -1.4165, 0.4703, 0.9507, -0.0624, -0.0055, -0.8409, -0.8470, -0.9498, 0.4507, 0.1274, 0.4035, 0.3415, 0.4259, -0.1527, -1.4233, 0.1770, 1.2406, -0.5457, -0.7630, -0.6833, -1.1907, 0.6219, 0.3328, 0.7034, 0.4760, -1.1755, 1.2089, -0.6513, -0.7450, -0.6811, 0.3785, 0.4250, 0.3230, 0.5112, -0.3038, 0.5798, 0.3266, 0.4427, 0.4853, -0.3905, 0.6473, -0.0444, -0.7052], "total_energy_ev": -137566.3674, "charge": -1, "mol_weight_g_mol": 1119.10, "homo_energy_ha": -0.137, "multiplicity": 1, "orbital_gap_ev": 5.2}